1.
Entry from the OMol25 dataset: 8 unconnected molecules or ions with the total composition C23H58Cl9N5O5 in a non-equilibrium geometry (ωB97M-V/def2-TZVPD).

Positions of all 100 atoms, in Å:
C  1.7539  -1.4193  -5.0504
O  1.3925  -1.0695  -3.7252
C  0.0941  -1.5237  -3.3908
C  -0.2364  -1.1004  -1.9435
C  0.8432  -1.5492  -1.0160
N  -1.6077  -1.5737  -1.6585
H  0.8895  -2.1180  -5.3064
H  2.7289  -1.9039  -5.1016
H  1.6872  -0.4621  -5.6170
H  -0.6768  -1.2996  -4.1354
H  0.1169  -2.5876  -3.4005
H  -0.2721  0.0575  -1.8707
H  1.0784  -2.6853  -0.9588
H  0.6395  -1.2516  0.0534
H  1.7133  -1.0145  -1.3747
H  -1.8309  -1.2700  -0.7406
H  -1.6589  -2.5908  -1.6217
C  -3.1183  5.7507  1.7523
O  -1.8509  5.0627  1.7552
C  -0.7061  5.9203  2.1316
C  -0.4567  7.0305  1.1691
C  -0.2457  6.4353  -0.2331
N  0.6393  7.8065  1.6679
H  -3.2432  6.3661  2.6240
H  -3.9026  5.0639  1.6193
H  -3.2057  6.3934  0.8667
H  -0.8067  6.2275  3.2013
H  0.1324  5.1812  2.1001
H  -1.4013  7.6619  1.2360
H  0.2933  5.4826  -0.1970
H  0.4441  7.0334  -0.8382
H  -1.1883  6.1612  -0.6840
H  1.5442  7.2577  1.7476
H  0.8592  8.6095  1.1018
C  4.6748  -0.7471  -0.6339
O  4.2127  -1.0390  0.6389
C  5.0628  -0.5953  1.6641
C  4.2447  -0.5139  2.9406
C  3.2597  0.6454  2.9779
N  5.0406  -0.5164  4.1664
H  5.7591  -0.8538  -0.6130
H  4.3362  0.2780  -0.9659
H  4.2588  -1.4492  -1.3480
H  5.8344  -1.3159  1.8198
H  5.4836  0.3256  1.3992
H  3.7427  -1.4823  2.9419
H  3.6797  1.6467  2.6551
H  2.8478  0.7645  4.0049
H  2.4815  0.4583  2.2366
H  5.5588  -1.3721  4.2187
H  5.7615  0.1796  4.0803
C  -0.4260  -8.2296  -0.5113
O  -1.1383  -7.2051  -1.1294
C  -1.9712  -6.5083  -0.2128
C  -2.4857  -5.1088  -0.7335
C  -3.3505  -4.4759  0.2946
N  -3.0468  -5.0348  -2.0659
H  0.0985  -8.8405  -1.3069
H  -1.1174  -8.8734  0.0756
H  0.3719  -7.7791  0.1351
H  -2.8591  -7.0794  0.1022
H  -1.4339  -6.3627  0.7164
H  -1.5369  -4.6225  -0.9102
H  -2.8983  -4.2914  1.2987
H  -4.2630  -5.0502  0.3674
H  -3.6437  -3.4657  -0.0761
H  -2.5689  -5.5848  -2.7682
H  -4.0532  -5.1723  -2.1591
C  -2.8288  2.0755  -0.4186
O  -2.1432  0.8786  0.0347
C  -1.9279  0.7890  1.4219
C  -0.8115  1.7864  1.8995
C  0.3360  1.7586  0.9003
N  -0.3356  1.3494  3.2558
H  -2.5512  2.2276  -1.4682
H  -2.5160  3.0136  0.1835
H  -3.9484  1.9443  -0.2418
H  -2.8870  0.9656  1.8746
H  -1.6146  -0.2683  1.5679
H  -1.2865  2.7664  1.9624
H  -0.0323  1.5062  -0.1363
H  1.1568  1.0504  1.0898
H  0.9074  2.7291  0.8174
H  0.3611  2.0403  3.6798
H  -1.0719  1.3217  3.9816
Cl  -2.6191  0.8012  -4.8553
C  -3.4683  -0.4825  -4.0081
Cl  -3.5644  -1.9508  -4.9435
Cl  -5.1002  -0.0391  -3.5996
H  -2.8772  -0.6525  -3.0568
Cl  -1.1916  -2.3609  5.0309
C  0.1793  -2.3836  3.9428
Cl  0.7003  -3.9636  3.4683
Cl  1.4891  -1.5013  4.6275
H  -0.1290  -1.8228  3.0490
Cl  2.4279  2.6587  -4.9239
C  1.4615  2.2208  -3.5274
Cl  -0.1773  2.9302  -3.5742
Cl  2.4202  2.6478  -2.0345
H  1.2836  1.1525  -3.4621

Values from the calculation:
- gap between HOMO and LUMO (eV) = 9.5
- relative energy (zero: lowest compared OMol25 entry of this formula, charge and spin) (kJ/mol) = 67.5
- SMILES string = COC[C@H](C)N.COC[C@H](C)N.COC[C@H](C)N.COC[C@H](C)N.COC[C@H](C)N.ClC(Cl)Cl.ClC(Cl)Cl.ClC(Cl)Cl
- E_HOMO (hartree) = -0.330

Here are the Mulliken charges for atoms 1 to 2, given in e: -0.784 -0.340

=====

2.
Entry from the OMol25 dataset: a single C6H10N2 molecule in a non-equilibrium geometry (ωB97M-V/def2-TZVPD).

Positions of all 18 atoms, in Å:
H  -0.3347  -3.5069  0.1782
N  -1.3196  -3.2969  -0.0107
C  -1.5380  -2.0564  -0.1700
C  -0.2426  -0.7517  -0.2081
C  0.9829  -1.1246  -0.9395
C  -0.7275  0.1422  0.5697
C  0.4505  1.5223  0.6797
C  0.0334  2.8097  0.0323
N  1.5200  1.4351  1.3585
H  1.7433  0.4741  1.6318
H  -2.5739  -1.7285  -0.3640
H  0.7585  -1.2767  -1.9994
H  1.7645  -0.3643  -0.8749
H  1.3827  -2.0658  -0.5524
H  -1.6541  0.3882  1.0559
H  -0.8225  3.2251  0.5708
H  -0.2696  2.6321  -1.0028
H  0.8467  3.5429  0.0449

Values from the calculation:
- gap between HOMO and LUMO (eV) = 9.4
- relative energy (zero: lowest compared OMol25 entry of this formula, charge and spin) (kJ/mol) = 353.5
- SMILES string = [H]\N=C/C(C)=C/C(C)=N\[H]
- E_HOMO (hartree) = -0.315

Here are the Mulliken charges for atoms 1 to 2, given in e: 0.252 -0.623

=====

3.
Entry from the OMol25 dataset: a molecular structure, C26H22BBrCdF4N4PS6Sb (ωB97M-V/def2-TZVPD).

Positions of all 67 atoms, in Å:
Cd  -1.1135  -1.0547  -0.1725
F  6.0685  0.4332  2.9887
C  4.7567  0.2338  2.8378
C  3.8626  0.8315  3.7010
F  4.3200  1.5987  4.6959
C  2.5044  0.6142  3.5403
F  1.7114  1.1688  4.4575
C  1.9934  -0.1644  2.5109
P  0.1885  -0.4667  2.2488
C  -0.1402  -1.7769  3.4692
C  -1.4479  -2.2607  3.5344
C  -1.7587  -3.3233  4.3651
C  -0.7652  -3.9137  5.1358
C  0.5374  -3.4407  5.0761
C  0.8520  -2.3756  4.2415
C  -0.6192  1.0298  2.8881
C  -0.6176  2.1428  2.0526
C  -1.2810  3.3025  2.4297
C  -1.9784  3.3330  3.6277
C  -2.0065  2.2135  4.4496
C  -1.3262  1.0645  4.0842
C  2.9244  -0.7724  1.6576
Br  2.4097  -1.9289  0.2610
C  4.2826  -0.5786  1.8247
F  5.1741  -1.1355  1.0002
H  -2.2350  -1.8144  2.9358
H  -2.7776  -3.6912  4.3603
H  -1.0051  -4.7540  5.7766
H  1.3162  -3.9030  5.6711
H  1.8755  -2.0233  4.1971
H  -0.1141  2.1061  1.0894
H  -1.2458  4.1574  1.7689
H  -2.5198  4.2268  3.9135
H  -2.5714  2.2302  5.3738
H  -1.3559  0.1891  4.7208
C  2.6407  3.8607  2.0479
N  2.5296  3.3530  0.7002
C  3.2048  2.2576  0.1780
C  2.7635  2.1033  -1.0869
N  1.8348  3.0834  -1.3509
B  1.0050  3.1976  -2.6596
N  -0.4707  2.6716  -2.4606
C  -1.5820  3.4487  -2.6863
C  -2.6622  2.6396  -2.7532
N  -2.2076  1.3498  -2.5782
C  -3.0496  0.1642  -2.6997
C  -0.8744  1.3913  -2.3781
S  0.1663  0.0465  -2.0544
C  1.6950  3.8620  -0.2500
S  0.7005  5.2146  -0.0409
H  3.4927  3.3787  2.5279
H  1.7305  3.6535  2.6170
H  2.7866  4.9401  2.0266
H  3.9615  1.7308  0.7280
H  3.0136  1.3664  -1.8271
H  0.9101  4.3475  -3.0031
H  1.5526  2.5057  -3.4906
H  -1.4915  4.5176  -2.7530
H  -3.7084  2.8499  -2.8830
H  -3.6855  0.2809  -3.5761
H  -3.6585  0.0180  -1.8109
H  -2.4175  -0.7095  -2.8393
S  -5.2634  -2.5474  -1.4039
Sb  -4.0032  -2.4361  0.4929
S  -3.2479  -0.1569  0.8319
S  -1.8182  -3.3939  0.1060
S  -4.8807  -3.2349  2.4461

Values from the calculation:
- gap between HOMO and LUMO (eV) = 5.8
- relative energy (zero: lowest compared OMol25 entry of this formula, charge and spin) (kJ/mol) = 0.0
- net charge = -2
- E_HOMO (hartree) = -0.082

Here are the Mulliken charges for atoms 1 to 2, given in e: 1.108 -0.370

=====

4.
Entry from the OMol25 dataset: 2 unconnected molecules or ions with the total composition C6H9N3O2S in a non-equilibrium geometry (ωB97M-V/def2-TZVPD).

Positions of all 21 atoms, in Å:
C  3.8940  1.5576  0.1628
C  2.8132  1.2979  0.6527
C  1.4960  1.1690  1.2389
N  0.7722  0.1554  0.4959
C  -0.0740  -0.7117  0.9345
C  -1.0152  -1.6079  0.8473
N  -1.7857  -2.3859  0.1642
O  -1.5821  -2.4405  -1.0218
O  -2.5976  -3.0980  0.6730
N  -0.6550  -1.0158  2.1823
H  4.8168  1.9996  0.0434
H  1.1403  2.1866  1.1157
H  1.3552  0.8759  2.3027
H  1.0915  0.0416  -0.5361
H  -1.4233  -0.3946  2.5139
C  -1.6722  0.7592  -1.9276
S  -0.1231  0.0775  -2.3331
H  -1.7476  1.9368  -1.8181
H  -1.7245  0.3998  -0.8912
H  -2.4016  0.3589  -2.6729
H  -0.5772  -1.1616  -2.1264

Values from the calculation:
- gap between HOMO and LUMO (eV) = 8.6
- relative energy (zero: lowest compared OMol25 entry of this formula, charge and spin) (kJ/mol) = 992.6
- SMILES string = C#CCNC1=C([N+](=O)[O-])N1.CS
- E_HOMO (hartree) = -0.312

Here are the Mulliken charges for atoms 1 to 2, given in e: 0.189 -0.702